This record from OMol25 describes C26H35F7N6O22PS as an isolated structure. The level of theory is wB97M-V/def2-TZVPD.

Properties
- molecular weight (g mol⁻¹) = 979.6
- DFT total energy (hartree) = -4433.9054
- HOMO-LUMO gap (eV) = 7.75
- total charge = +1

Each line ends with the Mulliken charge.
Cartesian coordinates (Å):
O  0.099  -0.252  -7.082  -0.17
C  1.310  -6.458  3.401  0.57
H  1.243  11.927  0.983  0.28
H  0.060  0.423  2.995  0.09
O  -0.791  2.302  2.700  -0.11
H  -2.015  -4.544  1.561  0.15
C  -0.275  4.843  -0.992  0.31
O  0.985  9.179  1.209  -0.28
O  0.153  -4.614  0.542  -0.50
C  -0.230  5.778  0.192  -0.23
F  -0.686  0.831  5.815  -0.30
C  1.594  -2.938  7.450  0.29
H  -5.120  -1.077  -3.395  0.40
H  -0.603  -2.832  1.861  0.04
F  -0.045  5.479  -2.162  -0.29
H  2.690  11.624  0.002  0.28
C  -1.378  -1.184  -4.717  -1.41
C  -1.723  2.963  3.436  0.51
O  1.773  -3.463  6.136  -0.28
N  0.006  -1.595  -0.772  0.78
H  0.074  -3.650  -4.082  0.42
H  -1.735  -0.181  -4.916  0.48
C  1.272  0.539  -7.158  0.30
H  1.772  1.906  -8.782  0.29
H  -0.295  -3.883  7.930  0.28
H  0.383  2.408  -7.797  0.29
C  -0.694  -3.747  -3.312  -0.64
C  0.089  -2.925  7.581  -0.41
H  2.066  -1.956  7.511  0.29
H  -3.883  -0.083  -4.184  0.40
C  1.565  0.203  -0.525  -0.65
O  -0.359  8.753  -0.550  -0.49
H  -1.576  -4.115  -3.822  0.51
C  1.813  11.166  0.451  -0.44
N  -1.787  -1.529  -3.348  0.17
H  0.455  6.605  0.034  0.03
C  0.951  3.917  0.632  0.70
O  4.107  -8.211  4.052  -0.48
C  -0.174  1.330  3.549  -0.38
C  0.679  -3.122  5.419  0.63
C  -0.880  -2.343  -1.329  -1.43
H  -0.299  -1.102  -4.723  0.47
N  2.135  -0.160  0.541  -0.62
H  3.021  9.419  1.028  0.29
O  0.024  0.803  -9.054  -0.33
O  -3.577  -2.975  -3.021  -0.45
C  3.284  -7.493  3.609  0.53
C  1.003  -0.801  -1.495  0.06
C  -1.231  1.121  4.608  0.46
F  1.489  1.119  -5.946  -0.28
H  2.115  -6.205  1.405  0.20
H  -0.279  -2.134  8.229  0.28
O  1.581  3.089  1.211  -0.55
O  0.612  -3.177  4.232  -0.49
H  2.123  -0.097  -7.407  0.25
O  3.537  -6.362  2.902  -0.36
O  -2.338  3.896  3.054  -0.49
O  -1.342  -0.946  -8.674  -0.46
H  0.551  -0.256  -2.312  0.21
C  -0.497  -0.204  -8.319  0.56
C  -4.120  -0.679  -3.307  -1.33
S  -3.005  -1.971  0.188  1.15
O  -4.269  -2.235  -0.365  -0.53
H  -1.196  4.263  -1.078  0.30
H  -1.711  -1.889  -5.472  0.36
F  2.290  10.354  2.633  -0.27
H  1.777  -1.452  -1.888  0.43
H  0.064  -1.491  0.241  0.10
H  2.279  -4.768  2.432  0.15
O  0.983  10.556  -0.548  -0.31
C  0.913  1.553  -8.218  -0.46
H  0.746  1.741  3.964  0.27
C  0.453  9.434  -0.020  0.68
O  -0.321  -2.711  6.220  -0.31
C  -3.176  -1.851  -3.198  0.70
O  0.285  4.913  1.222  -0.31
H  -1.977  0.362  4.363  0.28
H  -1.203  6.173  0.465  0.33
H  -4.040  -0.052  -2.425  0.19
N  -1.818  -3.030  -0.463  0.28
N  -0.882  -2.405  -2.707  0.95
F  2.174  -3.765  8.342  -0.27
H  1.152  -5.866  4.303  0.04
H  -0.605  -6.433  -1.469  0.36
O  -1.855  2.390  4.667  -0.34
O  0.812  3.959  -0.722  -0.34
C  2.288  -5.855  2.422  -0.02
H  0.720  -4.770  -1.850  0.52
C  -0.242  -4.817  -2.359  -0.47
N  -1.026  -5.789  -2.138  -0.62
F  -2.513  -0.594  -0.320  -0.15
O  -2.867  -2.006  1.599  -0.57
O  1.933  -7.678  3.743  -0.36
F  0.103  -6.718  2.827  -0.30
P  -1.008  -3.807  0.931  0.57
C  2.144  9.990  1.339  0.31
H  1.484  1.259  -0.777  0.35
H  2.437  0.680  1.037  0.35